1.
Below is a structure of composition C23H19N3O2Se3SnTe, with properties calculated with ωB97M-V/def2-TZVPD.

Element x y z (Å)
Sn (-0.05640, -0.25863, 0.77862)
C (4.45195, 1.34344, 0.43170)
O (3.48432, 2.44396, 0.38065)
C (2.30188, 1.89337, 0.54446)
N (2.21332, 0.63432, 0.72461)
C (3.58656, 0.09160, 0.72536)
C (3.81747, -1.05527, -0.23120)
C (5.09051, -1.62150, -0.26375)
C (5.36207, -2.69349, -1.09714)
C (4.36094, -3.21712, -1.90648)
C (3.09693, -2.65294, -1.88725)
C (2.82545, -1.57406, -1.05289)
C (1.11014, 2.76420, 0.51212)
C (1.17585, 4.14393, 0.44045)
C (-0.01574, 4.85520, 0.40350)
C (-1.22181, 4.16913, 0.41734)
C (-1.18833, 2.78713, 0.48902)
N (-0.04667, 2.09864, 0.54715)
C (-2.40161, 1.94565, 0.49158)
N (-2.35103, 0.68366, 0.66270)
C (-3.74485, 0.18337, 0.60885)
C (-4.56201, 1.46542, 0.30785)
O (-3.56092, 2.53624, 0.30236)
C (-3.99216, -0.92379, -0.38942)
C (-2.99888, -1.46376, -1.19252)
C (-3.29522, -2.49363, -2.07765)
C (-4.58483, -2.98797, -2.16485)
C (-5.58695, -2.44290, -1.37158)
C (-5.29091, -1.41899, -0.48860)
H (5.16661, 1.58451, 1.21300)
H (4.94619, 1.29980, -0.53607)
H (3.77791, -0.26620, 1.74166)
H (5.87758, -1.22920, 0.37101)
H (6.35452, -3.12223, -1.11552)
H (4.57265, -4.05487, -2.55619)
H (2.32138, -3.04227, -2.53325)
H (1.84583, -1.11440, -1.08947)
H (2.13802, 4.63454, 0.41247)
H (-0.00409, 5.93563, 0.36025)
H (-2.17268, 4.67981, 0.37001)
H (-3.98008, -0.18641, 1.61020)
H (-5.29777, 1.71606, 1.06628)
H (-5.02126, 1.45009, -0.67769)
H (-1.99558, -1.05834, -1.17223)
H (-2.51710, -2.90128, -2.70909)
H (-4.81511, -3.78857, -2.85393)
H (-6.59901, -2.81693, -1.44149)
H (-6.07996, -1.00810, 0.13177)
Se (-0.10411, 0.53552, 3.42613)
Se (0.10159, -1.07116, 5.01824)
Te (1.34974, -2.97606, 4.20387)
Se (2.15565, -2.43513, 2.11508)

Its net charge is +2. For the energy above the lowest of the compared OMol25 structures with the same formula, charge and spin, the calculation gives 7.5 kcal/mol. The calculation puts the LUMO energy (spin up / spin down) at -8.847 / -8.846 eV.

***

2.
Below is the ion C2H4NO3 with charge +1, with properties calculated with ωB97M-V/def2-TZVPD.

Element x y z (Å)
C (0.70969, -0.37070, 0.31438)
C (-0.83683, 0.13183, 0.51100)
N (0.88412, -0.30577, -0.97257)
O (1.66802, -0.64454, -1.72830)
O (-0.98228, 1.30512, -0.21019)
O (-0.88402, 1.19464, -1.51800)
H (1.28065, 0.31768, 1.03227)
H (0.80094, -1.51824, 0.70446)
H (-1.63409, -0.63324, 0.29055)
H (-1.00620, 0.52322, 1.57639)

Its net charge is +1. For the energy above the lowest of the compared OMol25 structures with the same formula, charge and spin, the calculation gives 93.1 kcal/mol. The calculation puts the LUMO energy (spin up / spin down) at -8.003 / -8.013 eV.

***

3.
Below is a structure of composition C7H9N4, with properties calculated with ωB97M-V/def2-TZVPD.

Element x y z (Å)
C (1.80203, 0.85087, 0.36710)
C (0.70858, 1.63632, 0.15776)
C (-2.38280, -0.57688, 0.33746)
C (1.35083, -0.57949, 0.53345)
C (-1.15898, -1.52527, 0.68136)
C (-1.83158, 1.03745, -1.25518)
C (-0.55531, 0.97692, 0.21293)
N (-2.39795, -0.18806, -0.96634)
N (-2.35866, 0.45062, 1.29799)
N (-1.35296, 1.20540, 1.25819)
N (-0.15401, -0.56990, 0.09421)
H (2.89146, 1.03736, 0.30252)
H (0.62728, 2.75385, 0.09915)
H (2.00874, -1.33703, 0.09500)
H (1.22470, -0.86606, 1.57515)
H (-0.94018, -1.68931, 1.69269)
H (-1.27033, -2.40544, 0.18902)
H (-2.48347, 1.92103, -1.22634)
H (-1.05382, 1.00663, -1.95888)
H (-0.23848, -0.69805, -0.99415)

Its net charge is +1. For the energy above the lowest of the compared OMol25 structures with the same formula, charge and spin, the calculation gives 177.9 kcal/mol. The calculation puts the LUMO energy (spin up / spin down) at -5.464 / -5.463 eV.

***

4.
Below is a structure of composition C43H35IrN2O6P2, with properties calculated with ωB97M-V/def2-TZVPD.

Element x y z (Å)
C (0.75042, -1.65148, -3.70719)
C (-0.27430, -1.88543, -2.75040)
C (-1.62464, -1.65899, -3.12338)
C (-1.90536, -1.42176, -4.46814)
C (-0.88280, -1.22144, -5.41485)
C (0.46813, -1.34125, -5.03913)
P (0.06134, -1.70256, -0.90528)
C (-1.26976, -2.86096, -0.34571)
C (-2.35309, -2.43508, 0.44092)
C (-3.35555, -3.34261, 0.80376)
C (-3.26747, -4.68359, 0.40925)
C (-2.17375, -5.12833, -0.34973)
C (-1.16787, -4.21875, -0.69799)
Ir (0.03478, 0.20153, 0.22782)
P (-0.01357, 2.10170, -0.79833)
C (-1.46826, 2.13095, -1.96106)
C (-1.29476, 2.40171, -3.34162)
C (-2.41787, 2.35703, -4.17647)
C (-3.61871, 1.81776, -3.71379)
C (-3.68305, 1.31338, -2.42556)
C (-2.61919, 1.46796, -1.54360)
C (-0.23985, 3.56970, 0.26107)
C (0.69758, 3.81639, 1.27719)
C (0.55700, 4.90848, 2.12783)
C (-0.50716, 5.80256, 1.95197)
C (-1.44401, 5.55111, 0.93711)
C (-1.32807, 4.44021, 0.08709)
C (1.74180, 2.46773, -1.34908)
C (2.73224, 1.51276, -1.10843)
C (3.84719, 1.43648, -1.96967)
C (4.08920, 2.46150, -2.89447)
C (3.16783, 3.51123, -3.02220)
C (1.97948, 3.49511, -2.27284)
C (1.63653, -2.64952, -0.80997)
C (2.04524, -3.55042, -1.81791)
C (3.29389, -4.18713, -1.76708)
C (4.10855, -4.02429, -0.63958)
C (3.69672, -3.17179, 0.39350)
C (2.46915, -2.50560, 0.31406)
H (1.51763, 3.11016, 1.38861)
H (1.31476, 5.06021, 2.89836)
H (-0.57006, 6.67576, 2.60744)
H (-2.24527, 6.27732, 0.79612)
H (-2.06788, 4.27775, -0.70457)
H (-0.31768, 2.67910, -3.74371)
H (-2.37325, 2.73720, -5.20156)
H (-4.49282, 1.79006, -4.35017)
H (-4.57032, 0.79579, -2.06489)
H (-2.65782, 1.09856, -0.52013)
H (2.51508, 0.73971, -0.35224)
H (4.52761, 0.57457, -1.93114)
H (4.98488, 2.42033, -3.52399)
H (3.40362, 4.35819, -3.67539)
H (1.25023, 4.30019, -2.40093)
H (1.44694, -3.70383, -2.72226)
H (3.61966, -4.81297, -2.60705)
H (5.06653, -4.54550, -0.57481)
H (4.32332, -3.04181, 1.27960)
H (2.16421, -1.84153, 1.12480)
H (-2.39214, -1.40707, 0.80414)
H (-4.19266, -3.01107, 1.42504)
H (-4.03142, -5.39749, 0.71685)
H (-2.08691, -6.18109, -0.64630)
H (-0.28659, -4.57912, -1.22669)
H (-2.42988, -1.78902, -2.38376)
H (-2.95118, -1.44179, -4.78551)
H (-1.16144, -1.01397, -6.45204)
H (1.29077, -1.15639, -5.75467)
H (1.80351, -1.78330, -3.44657)
H (-0.16973, -0.11134, -1.44693)
H (-0.02149, 0.66454, -1.83427)
O (-0.45539, 1.16657, 2.25968)
C (-0.13535, 0.07247, 2.83356)
O (0.26389, -0.87012, 2.03052)
C (-0.10166, -0.17039, 4.31838)
C (0.48848, -1.32303, 4.88206)
C (0.52659, -1.39407, 6.29814)
C (-0.00157, -0.39697, 7.12471)
C (-0.64614, 0.67377, 6.52575)
C (-0.67116, 0.81653, 5.13163)
N (-1.20761, 1.69501, 7.35261)
O (-1.11152, 1.50857, 8.58376)
O (-1.75879, 2.70073, 6.86456)
N (1.25181, -2.50251, 6.89445)
O (1.69360, -3.37746, 6.10931)
O (1.30308, -2.60914, 8.14784)
H (0.90720, -2.11423, 4.25534)
H (0.07738, -0.45857, 8.19448)
H (-1.10106, 1.71636, 4.68372)

Its net charge is +2. As for the spin multiplicity: 5. The calculation puts the LUMO energy (spin up / spin down) at -6.081 / -10.299 eV. Its expectation value of S² is 6.0297.

***

5.
Below is a structure of composition F14Li4N7O28S14, with properties calculated with ωB97M-V/def2-TZVPD.

Element x y z (Å)
Li (0.89133, -0.25447, 0.59035)
Li (-0.30120, -2.93153, 1.99520)
Li (0.16376, 1.92631, 0.15248)
Li (-2.45545, -3.23971, -0.12445)
N (-1.94934, -3.85905, 1.62405)
S (-3.05293, -3.91656, 2.95359)
O (-2.45826, -3.59118, 4.23494)
O (-4.24113, -4.79652, 2.90998)
F (-3.82801, -2.55217, 2.56094)
S (-1.91138, -5.43940, 1.57054)
O (-2.82352, -5.99330, 0.54086)
O (-1.57560, -6.29997, 2.67789)
F (-0.54340, -5.35055, 0.82018)
N (-0.84119, 6.11571, 1.06651)
S (-0.07348, 4.82087, 1.95335)
O (0.22015, 3.56560, 1.30420)
O (-0.62214, 4.79165, 3.30115)
F (1.35539, 5.57714, 2.24138)
S (-2.21654, 5.40079, 1.11479)
O (-3.00250, 6.04742, 2.16507)
O (-2.50252, 3.99572, 0.74866)
F (-2.65832, 6.26942, -0.18925)
N (-1.68393, -4.87205, -3.81689)
S (-0.77151, -4.17690, -4.73657)
O (-0.02582, -5.04378, -5.62029)
O (-0.34296, -2.81667, -4.53846)
F (-1.96577, -3.87479, -5.73662)
S (-0.52847, -4.75506, -2.50459)
O (-0.89390, -3.85719, -1.43209)
O (0.93086, -4.95426, -2.71544)
F (-0.94401, -6.22255, -1.83842)
N (0.82907, 6.31151, -2.20256)
S (0.38406, 4.87989, -2.65681)
O (0.28546, 3.83895, -1.66354)
O (0.59364, 4.38238, -4.03330)
F (-1.16314, 5.20241, -2.80840)
S (2.43064, 5.70010, -1.90032)
O (3.16454, 4.92388, -2.88680)
O (2.79860, 5.43527, -0.48020)
F (3.10663, 7.15325, -2.00090)
N (1.37876, -2.03629, 1.43492)
S (2.34434, -1.78663, 2.68074)
O (3.04993, -0.56302, 2.70569)
O (2.91246, -2.86635, 3.49257)
F (1.03813, -1.46333, 3.57185)
S (2.55603, -3.08681, 0.70394)
O (2.61031, -4.42018, 1.22623)
O (3.82001, -2.51132, 0.26711)
F (1.74902, -3.27491, -0.65679)
N (-0.81723, 0.46084, 1.14039)
S (-2.19966, 0.19227, 0.48641)
O (-3.23868, 1.18725, 0.44585)
O (-2.43337, -1.22400, 0.40673)
F (-1.56806, 0.42619, -1.02928)
S (-1.58667, 0.74116, 2.66310)
O (-1.92607, -0.49285, 3.36641)
O (-2.28024, 2.02060, 2.83980)
F (-0.19311, 1.07824, 3.33033)
N (1.70860, 1.05847, -0.57717)
S (2.05464, 0.78921, -2.28619)
O (2.84186, -0.36084, -2.57456)
O (2.20715, 1.95196, -3.14690)
F (0.60541, 0.31194, -2.80601)
S (3.12917, 1.43833, -0.35780)
O (3.62863, 2.66394, -0.98632)
O (3.99152, 0.27986, -0.12332)
F (2.83944, 1.94566, 1.14207)

Its net charge is -3. The calculation puts the LUMO energy at 3.928 eV.

***

| no. | F_max (Eh/bohr) | electronic energy (a.u.) | M (g mol⁻¹) |
| --- | --- | --- | --- |
| 1 | 0.0099 | -8888.7434 | 852.62 |
| 2 | 0.1508 | -358.4716 | 90.06 |
| 3 | 0.0767 | -490.6536 | 149.18 |
| 4 | 0.1472 | -3006.5492 | 929.93 |
| 5 | 0.2220 | -9492.8792 | 1288.70 |